The following is a quantum chemistry calculation of a single C7H5ClN2O3S molecule at a distorted geometry, from the Open Molecules 2025 dataset.

Calculated values
Highest occupied orbital energy (eV): -8.25
M (g/mol): 232.6
LUMO level (eV): -0.92
Energy relative to the best compared isomer or geometry (same formula, charge and spin) (eV): 0.000
Total energy (eV): -39815.7386

The geometry in ORCA input format:
```
! wB97M-V def2-TZVPD RIJCOSX def2/J DEFGRID3
* xyz 0 1
C -1.27 -0.74 1.17
C -0.20 -1.63 0.96
C 0.99 -1.41 0.21
C 0.90 -0.02 -0.32
C -1.29 0.54 0.52
C 0.10 2.11 -0.75
C 0.88 1.84 -1.94
N -0.11 0.83 -0.15
N -0.33 -2.88 1.64
O 1.99 -2.09 0.04
O 0.16 -3.85 1.12
O -0.93 -2.91 2.72
S 2.17 0.57 -1.36
Cl -2.67 1.53 0.42
H -2.14 -1.14 1.64
H 0.76 2.80 -0.07
H -0.90 2.42 -0.89
H 0.28 1.36 -2.69
H 1.62 2.70 -2.28
*
```



The following is a quantum chemistry calculation of C12H24O8S2V as an isolated structure at a distorted geometry, from the Open Molecules 2025 dataset.

Calculated values
Highest occupied orbital energy (alpha / beta) (eV): 1.77 / 0.39
M (g/mol): 411.4
LUMO level (alpha / beta) (eV): 4.22 / 4.19
Energy relative to the best compared isomer or geometry (same formula, charge and spin) (eV): 0.000
Total energy (eV): -76568.2010
<S²>: 3.755

The geometry in ORCA input format:
```
! wB97M-V def2-TZVPD RIJCOSX def2/J DEFGRID3
* xyz -2 4
V 1.94 -0.28 -0.35
O 1.13 1.71 0.15
C 1.40 2.54 -0.90
C 1.68 1.87 -2.26
O 2.38 0.71 -2.25
H 2.28 3.18 -0.65
H 0.56 3.28 -1.09
H 2.18 2.67 -2.87
H 0.66 1.71 -2.76
O 2.52 -2.35 -0.81
C 3.70 -2.63 -0.16
C 4.21 -1.57 0.87
O 3.78 -0.29 0.76
H 4.52 -2.73 -0.92
H 3.63 -3.60 0.40
H 5.32 -1.66 0.92
H 3.85 -1.97 1.87
C -2.69 1.80 -1.91
C -2.05 1.52 -3.27
C -1.44 0.11 -3.24
S -1.41 -0.40 -1.51
O -0.07 -0.78 -1.21
O -2.52 -1.25 -1.15
C -1.72 1.24 -0.90
H -3.64 1.26 -1.82
H -2.89 2.86 -1.73
H -1.26 2.25 -3.42
H -2.79 1.60 -4.08
H -0.37 0.24 -3.43
H -1.84 -0.67 -3.88
H -0.74 1.73 -0.94
H -2.06 1.24 0.13
C -2.44 -0.36 2.73
C -2.08 -1.84 2.52
C -0.76 -2.12 3.23
S 0.25 -0.69 2.82
O 0.73 -0.83 1.50
O 1.11 -0.36 3.93
C -1.12 0.46 2.81
H -3.05 -0.22 3.62
H -3.01 0.03 1.89
H -1.91 -1.99 1.45
H -2.87 -2.52 2.86
H -0.27 -3.05 2.94
H -0.82 -2.02 4.32
H -0.95 1.18 2.01
H -1.07 1.00 3.75
*
```



The following is a quantum chemistry calculation of a 5-piece molecular cluster, C20H34ClN5O7P2S overall at a distorted geometry, from the Open Molecules 2025 dataset.

Calculated values
Highest occupied orbital energy (eV): -7.69
M (g/mol): 586.0
LUMO level (eV): -0.62
Total energy (eV): -85009.1987
SMILES string: O=C1NC(=O)c2c1ccc(P(O)Cl)c2[PH2]=S.CN(C)C=O.CN(C)C=O.CN(C)C=O.CN(C)C=O

The geometry in ORCA input format:
```
! wB97M-V def2-TZVPD RIJCOSX def2/J DEFGRID3
* xyz 0 1
O -0.29 0.18 -4.74
C -0.28 0.09 -3.55
N -1.39 0.50 -2.71
C -1.11 0.48 -1.28
O -1.70 1.05 -0.43
C 0.16 -0.42 -1.23
C 0.76 -0.49 -2.56
C 2.10 -1.01 -2.74
C 2.58 -1.96 -1.74
C 1.82 -2.12 -0.49
P 2.14 -3.59 0.67
O 3.17 -4.55 -0.26
Cl 0.37 -4.70 0.89
C 0.81 -1.11 -0.14
P 0.35 -0.68 1.62
S -0.80 -1.96 2.52
H -2.17 -0.10 -2.98
H 2.67 -0.67 -3.62
H 3.51 -2.53 -1.91
H 2.65 -4.95 -1.03
H -0.22 0.64 1.53
H 1.61 -0.47 2.28
C 2.97 -3.96 3.99
O 2.78 -2.92 3.41
N 4.16 -4.35 4.51
C 4.32 -5.62 5.20
C 5.31 -3.47 4.39
H 2.17 -4.70 4.14
H 4.65 -5.44 6.22
H 5.08 -6.22 4.68
H 3.38 -6.17 5.22
H 5.08 -2.52 4.87
H 5.51 -3.29 3.33
H 6.19 -3.92 4.85
C -1.49 4.81 2.77
O -1.24 3.75 3.31
N -2.37 4.99 1.76
C -2.61 6.29 1.17
C -3.10 3.84 1.26
H -0.99 5.75 3.08
H -3.66 6.54 1.29
H -2.36 6.24 0.10
H -1.99 7.05 1.64
H -3.68 3.40 2.07
H -2.39 3.09 0.89
H -3.77 4.13 0.45
C 3.00 -5.59 -3.18
O 2.36 -4.69 -2.66
N 3.74 -5.47 -4.30
C 4.47 -6.59 -4.87
C 3.81 -4.18 -4.96
H 3.01 -6.61 -2.76
H 5.53 -6.35 -4.89
H 4.11 -6.77 -5.88
H 4.32 -7.49 -4.27
H 4.22 -3.44 -4.26
H 2.80 -3.86 -5.25
H 4.44 -4.23 -5.84
C -6.90 6.52 1.37
O -5.84 6.24 1.89
N -7.05 7.13 0.17
C -8.35 7.43 -0.39
C -5.85 7.49 -0.58
H -7.87 6.29 1.85
H -8.45 6.92 -1.35
H -8.43 8.51 -0.55
H -9.14 7.10 0.28
H -5.27 6.59 -0.78
H -5.25 8.17 0.02
H -6.13 7.97 -1.52
*
```



The following is a quantum chemistry calculation of a single C3H4N2O molecule at a distorted geometry, from the Open Molecules 2025 dataset.

Calculated values
Highest occupied orbital energy (eV): -10.54
M (g/mol): 84.1
LUMO level (eV): 0.61
Energy relative to the best compared isomer or geometry (same formula, charge and spin) (eV): 0.281
Total energy (eV): -8203.6048
SMILES string: N#CCC(N)=O

The geometry in ORCA input format:
```
! wB97M-V def2-TZVPD RIJCOSX def2/J DEFGRID3
* xyz 0 1
N -0.22 -1.37 0.41
C 0.07 -0.15 0.93
O 0.22 0.06 2.11
C 0.31 0.96 -0.10
C -0.43 0.81 -1.35
N -0.69 0.52 -2.44
H -0.36 -2.13 1.05
H -0.43 -1.50 -0.57
H 0.16 1.93 0.36
H 1.36 0.88 -0.41
*
```



The following is a quantum chemistry calculation of a 8-piece molecular cluster, C25H27F7O24 overall at a distorted geometry, from the Open Molecules 2025 dataset.

Calculated values
Highest occupied orbital energy (eV): -10.92
M (g/mol): 844.5
LUMO level (eV): -0.29
Total energy (eV): -94525.9135
SMILES string: O=C1OC[C@@H](F)O1.O=C1OC[C@@H](F)O1.O=C1OC[C@@H](F)O1.O=C1OC[C@@H](F)O1.O=C1OC[C@@H](F)O1.O=C1OC[C@@H](F)O1.O=C1OC[C@@H](F)O1.C[C@H]1COC(=O)O1

The geometry in ORCA input format:
```
! wB97M-V def2-TZVPD RIJCOSX def2/J DEFGRID3
* xyz 0 1
C 0.21 -0.97 -1.25
C -0.60 -0.42 -0.06
C -1.73 -1.31 0.51
O -1.45 -1.33 1.90
C -0.25 -0.81 2.17
O 0.18 -0.54 3.25
O 0.35 -0.50 1.03
H -0.28 -0.73 -2.19
H 0.21 -2.06 -1.16
H 1.24 -0.63 -1.28
H -0.91 0.60 -0.27
H -1.73 -2.33 0.12
H -2.64 -0.79 0.21
C 2.63 1.80 2.16
C 2.48 2.64 3.43
O 3.24 3.77 3.23
C 4.05 3.59 2.15
O 4.89 4.36 1.80
O 3.76 2.44 1.55
F 2.79 1.90 4.53
H 1.73 1.88 1.54
H 2.79 0.73 2.31
H 1.41 2.90 3.44
C -1.28 0.72 -6.44
C 0.15 0.31 -6.44
O 0.15 -0.84 -5.58
C -1.00 -0.81 -4.84
O -1.28 -1.64 -4.05
O -1.71 0.28 -5.16
F 0.97 1.20 -5.79
H -1.78 0.15 -7.23
H -1.43 1.78 -6.62
H 0.56 0.10 -7.43
C 0.81 -3.73 -4.14
C 2.28 -3.39 -4.45
O 2.72 -4.65 -4.92
C 1.94 -5.66 -4.44
O 2.19 -6.81 -4.43
O 0.87 -5.11 -3.85
F 2.91 -3.06 -3.29
H 0.15 -3.51 -4.97
H 0.53 -3.22 -3.22
H 2.46 -2.60 -5.18
C -2.16 3.86 1.72
C -1.54 5.25 1.97
O -0.50 5.21 1.02
C -0.12 3.95 0.78
O 0.92 3.61 0.34
O -1.17 3.13 1.04
F -1.05 5.38 3.22
H -3.13 3.96 1.22
H -2.33 3.38 2.68
H -2.29 6.00 1.76
C -5.70 0.83 -0.55
C -4.35 1.52 -0.70
O -3.67 0.79 -1.71
C -4.32 -0.39 -1.88
O -3.84 -1.33 -2.41
O -5.51 -0.37 -1.28
F -3.58 1.39 0.43
H -6.47 1.48 -0.97
H -6.01 0.66 0.48
H -4.31 2.55 -1.06
C -0.73 0.30 6.50
C -1.88 0.20 5.53
O -2.99 0.68 6.24
C -2.67 0.85 7.55
O -3.36 1.32 8.38
O -1.39 0.46 7.76
F -2.07 -1.14 5.27
H -0.27 1.29 6.42
H -0.02 -0.52 6.44
H -1.64 0.67 4.57
C 5.42 -3.07 -0.19
C 4.81 -2.36 1.03
O 3.53 -2.90 1.07
C 3.22 -3.36 -0.17
O 2.10 -3.65 -0.48
O 4.28 -3.41 -0.97
F 4.78 -1.00 0.88
H 5.96 -3.91 0.25
H 6.13 -2.50 -0.78
H 5.37 -2.53 1.95
*
```



The following is a quantum chemistry calculation of a 2-piece molecular cluster, C5H10NO2 overall at a distorted geometry, from the Open Molecules 2025 dataset.

Calculated values
Highest occupied orbital energy (alpha / beta) (eV): -9.01 / -8.13
M (g/mol): 116.1
LUMO level (alpha / beta) (eV): 0.67 / -3.78
Energy relative to the best compared isomer or geometry (same formula, charge and spin) (eV): 1.546
Total energy (eV): -10929.1428
<S²>: 0.772

The geometry in ORCA input format:
```
! wB97M-V def2-TZVPD RIJCOSX def2/J DEFGRID3
* xyz 0 2
C -0.67 -2.50 0.95
C -1.06 -1.40 1.63
N -1.09 -0.09 1.19
C -0.47 0.91 2.09
H -0.19 -2.47 -0.05
H -0.69 -3.47 1.41
H -1.49 -1.61 2.67
H -0.70 -0.04 0.28
H -0.98 0.87 3.07
H 0.61 0.73 2.23
H -0.66 1.90 1.67
O -0.55 0.70 -1.48
C 0.70 0.72 -1.39
O 1.34 0.76 -0.28
C 1.53 0.73 -2.70
H 2.59 0.63 -2.40
H 1.19 -0.03 -3.39
H 1.46 1.69 -3.23
*
```



The following is a quantum chemistry calculation of a 9-piece molecular cluster, C26H72N2O16 overall at a distorted geometry, from the Open Molecules 2025 dataset.

Calculated values
Highest occupied orbital energy (eV): -8.75
M (g/mol): 668.9
LUMO level (eV): 0.11
Energy relative to the best compared isomer or geometry (same formula, charge and spin) (eV): 2.375
Total energy (eV): -63856.1145
SMILES string: COCCNCCOC.COCCNCCOC.OCCO.OCCO.OCCO.OCCO.OCCO.CCO.CCO

The geometry in ORCA input format:
```
! wB97M-V def2-TZVPD RIJCOSX def2/J DEFGRID3
* xyz 0 1
C 4.62 5.11 -5.70
O 4.10 3.85 -5.25
C 3.04 3.93 -4.41
C 1.69 4.62 -4.87
N 0.67 4.79 -3.97
C -0.09 3.53 -3.78
C -0.82 3.54 -2.47
O -1.63 2.64 -2.12
C -1.99 2.57 -0.69
H 5.62 5.08 -6.15
H 4.63 5.81 -4.89
H 4.11 5.46 -6.61
H 3.46 4.40 -3.56
H 2.78 2.94 -3.93
H 1.25 4.04 -5.69
H 2.03 5.66 -5.08
H -0.06 5.42 -4.36
H 0.52 2.70 -3.90
H -0.85 3.58 -4.51
H -1.49 4.34 -2.31
H -0.07 3.63 -1.68
H -1.07 2.31 -0.20
H -2.62 1.71 -0.50
H -2.42 3.46 -0.27
C 7.83 -4.02 2.56
O 7.00 -2.94 2.12
C 5.85 -3.15 1.44
C 4.75 -3.80 2.31
N 3.59 -3.97 1.41
C 2.41 -4.60 2.04
C 1.14 -4.41 1.39
O 0.19 -4.71 2.16
C -1.09 -4.99 1.44
H 7.22 -4.72 3.16
H 8.67 -3.56 3.10
H 8.13 -4.59 1.73
H 5.96 -3.81 0.54
H 5.44 -2.22 1.09
H 4.46 -3.29 3.29
H 5.20 -4.79 2.67
H 3.42 -2.98 1.09
H 2.34 -4.15 3.08
H 2.61 -5.65 2.04
H 1.13 -4.94 0.48
H 0.86 -3.45 1.11
H -1.21 -4.26 0.71
H -1.90 -4.89 2.13
H -1.14 -5.93 0.86
C 4.45 -0.12 2.98
C 3.12 -0.01 2.57
O 2.85 -0.88 1.45
H 4.66 0.38 3.98
H 5.14 0.19 2.15
H 4.63 -1.17 3.12
H 2.80 1.05 2.44
H 2.38 -0.44 3.26
H 2.91 -0.43 0.63
C -5.46 1.11 1.62
C -4.82 2.36 1.62
O -5.49 3.30 2.44
H -6.49 1.09 1.11
H -5.47 0.72 2.62
H -4.75 0.48 1.18
H -4.94 2.78 0.68
H -3.77 2.36 1.85
H -5.28 4.26 2.21
C -0.83 -0.88 2.36
C -2.20 -0.40 2.15
O -2.48 0.56 3.10
O 0.03 -0.38 1.36
H -1.04 -1.98 2.30
H -0.45 -0.71 3.39
H -2.94 -1.11 2.28
H -2.32 0.11 1.18
H -1.90 1.26 2.97
H 0.94 -0.44 1.71
C -4.24 -3.04 -0.19
C -4.52 -3.90 1.00
O -4.15 -5.19 0.70
O -4.64 -1.75 0.22
H -4.88 -3.45 -0.93
H -3.22 -2.98 -0.42
H -5.61 -3.85 1.25
H -3.97 -3.61 1.86
H -3.33 -5.15 0.24
H -5.55 -1.68 0.43
C -0.24 -1.56 -1.56
C -0.26 -0.20 -2.01
O 0.63 0.05 -3.07
O -1.22 -1.81 -0.67
H 0.79 -1.79 -1.21
H -0.34 -2.28 -2.39
H -0.11 0.41 -1.10
H -1.29 0.06 -2.43
H 0.09 -0.01 -3.91
H -1.01 -1.19 0.10
C -3.94 0.81 -3.67
C -4.39 -0.08 -2.65
O -4.47 0.59 -1.41
O -3.57 0.26 -4.97
H -3.12 1.34 -3.27
H -4.71 1.55 -3.70
H -3.62 -0.81 -2.48
H -5.43 -0.52 -2.80
H -4.49 0.01 -0.70
H -2.70 0.56 -5.14
C 1.15 3.11 2.36
C -0.04 2.73 3.13
O -1.11 2.99 2.29
O 2.26 3.43 3.19
H 0.87 4.08 1.91
H 1.36 2.36 1.65
H -0.20 3.29 4.02
H -0.14 1.69 3.44
H -1.34 3.93 2.40
H 3.16 3.25 2.76
*
```



The following is a quantum chemistry calculation of C46H54AsN5OPtSSbSi as an isolated structure, from the Open Molecules 2025 dataset.

Calculated values
Highest occupied orbital energy (eV): -9.64
M (g/mol): 1144.9
LUMO level (eV): -4.50
Energy relative to the best compared isomer or geometry (same formula, charge and spin) (eV): 0.123
Total energy (eV): -147407.1676

The geometry in ORCA input format:
```
! wB97M-V def2-TZVPD RIJCOSX def2/J DEFGRID3
* xyz 1 1
Pt -1.64 1.78 1.21
C -6.71 2.47 2.87
C -5.53 3.21 3.44
C -5.46 3.59 4.78
C -4.35 4.29 5.22
C -3.35 4.61 4.32
C -3.49 4.18 3.01
N -4.56 3.51 2.58
Sb -2.24 4.98 1.44
C -3.27 3.81 -0.05
C -4.15 4.43 -0.91
C -4.87 3.67 -1.82
C -4.65 2.31 -1.85
C -3.73 1.73 -0.99
C -3.43 0.26 -1.08
N -3.06 2.48 -0.10
C -0.42 3.80 1.15
C 0.71 3.97 1.97
C 1.93 3.60 1.47
C 2.02 3.03 0.19
C 0.87 2.82 -0.53
C 0.87 2.19 -1.89
N -0.33 3.22 -0.07
H -7.52 2.39 3.60
H -6.41 1.47 2.56
H -7.08 2.99 1.99
H -6.26 3.33 5.45
H -4.28 4.59 6.26
H -2.49 5.18 4.63
H -4.29 5.51 -0.85
H -5.58 4.13 -2.49
H -5.18 1.68 -2.56
H -4.12 -0.22 -1.77
H -3.50 -0.19 -0.09
H -2.41 0.11 -1.44
H 0.61 4.37 2.97
H 2.83 3.74 2.07
H 2.98 2.76 -0.22
H 1.69 1.49 -2.00
H 0.98 2.96 -2.66
H -0.08 1.68 -2.06
S 1.79 0.77 4.34
C 0.61 1.01 3.27
N -0.24 1.23 2.49
C -1.59 -1.83 3.52
Si -2.84 -0.45 3.30
C -2.70 0.75 4.72
C -4.53 -1.26 3.37
O -2.73 0.25 1.80
H -1.40 -2.00 4.58
H -0.62 -1.61 3.06
H -1.96 -2.77 3.10
H -2.96 0.23 5.65
H -3.41 1.57 4.60
H -1.70 1.17 4.83
H -4.57 -1.91 4.24
H -4.72 -1.87 2.49
H -5.34 -0.53 3.46
C 3.49 -6.02 -5.61
C 3.18 -4.97 -4.59
C 4.08 -4.67 -3.57
C 3.81 -3.70 -2.61
C 4.81 -3.44 -1.52
C 2.60 -3.02 -2.71
As 2.25 -1.56 -1.53
N 1.09 -1.57 -0.31
C 0.09 -2.53 -0.20
C -1.18 -2.10 0.19
C -2.21 -3.01 0.29
C -1.99 -4.36 0.05
C -0.71 -4.81 -0.29
C 0.32 -3.90 -0.43
C 3.70 -0.36 -1.29
C 4.25 0.17 -2.47
C 3.66 -0.06 -3.83
C 5.39 0.95 -2.35
C 5.98 1.19 -1.11
C 7.23 2.02 -1.00
C 5.39 0.66 0.03
C 4.24 -0.12 -0.02
C 3.64 -0.66 1.24
C 1.65 -3.29 -3.71
C 0.34 -2.57 -3.81
C 1.97 -4.28 -4.64
H 4.49 -6.43 -5.48
H 3.41 -5.62 -6.62
H 2.78 -6.85 -5.53
H 5.01 -5.23 -3.51
H 5.40 -4.34 -1.33
H 4.33 -3.17 -0.58
H 5.50 -2.64 -1.78
H -1.38 -1.06 0.42
H -3.20 -2.67 0.58
H -2.80 -5.07 0.15
H -0.53 -5.86 -0.44
H 1.32 -4.25 -0.66
H 2.59 -0.28 -3.81
H 4.16 -0.89 -4.34
H 3.78 0.83 -4.45
H 5.83 1.38 -3.24
H 7.48 2.49 -1.94
H 8.07 1.39 -0.70
H 7.12 2.79 -0.24
H 5.83 0.85 1.00
H 4.27 -0.43 2.10
H 3.50 -1.74 1.21
H 2.66 -0.22 1.43
H 0.00 -2.18 -2.85
H -0.43 -3.24 -4.19
H 0.41 -1.73 -4.51
H 1.25 -4.51 -5.42
*
```